Entry 1:
Entry from the Open Molecules 2025 dataset: a molecular structure, C36H30N8O4S6Tm (ωB97M-V with the def2-TZVPD basis set).

The geometry in XYZ format:
```
85
Properties=species:S:1:pos:R:3:forces:R:3:lowdin_spin:R:1
Tm 10.56588 10.81500 11.11788 -0.051 1.095 0.407 2.01
S 11.61516 13.68468 11.56570 -1.452 -0.019 -0.011 0.00
S 14.04234 15.02969 10.80166 2.272 0.709 0.073 0.00
S 12.59014 11.28041 9.30613 -0.669 -1.328 -0.304 0.00
S 15.12180 12.76294 9.32253 1.167 -0.036 -0.549 0.00
S 7.74942 10.53191 10.53386 -0.354 -1.465 1.029 0.00
S 7.40199 13.82746 20.16357 -2.118 0.382 -2.146 0.00
O 7.45338 14.97609 21.03599 -0.457 0.028 0.587 0.00
O 16.66608 14.85065 9.98132 0.630 0.202 0.032 0.00
O 6.05473 13.25003 19.79990 1.836 0.013 1.733 0.00
O 8.48429 12.88882 20.43296 -0.642 0.162 -0.953 0.00
N 10.17271 9.10708 8.86394 0.623 -0.865 -0.999 0.00
N 12.65028 10.95068 12.59574 0.824 0.051 0.374 0.00
N 9.48587 12.31312 13.13266 0.401 -0.150 1.672 0.00
N 9.35534 12.31660 9.64878 0.213 -0.639 -0.094 0.00
N 11.83727 8.59791 11.69564 0.459 -2.158 -1.234 0.00
N 6.53794 15.69552 18.35920 -1.066 0.602 1.193 0.00
N 9.46607 9.16211 13.10943 -1.461 0.026 0.205 0.00
N 8.06121 14.17539 17.50083 0.334 -0.712 -1.470 0.00
C 13.03195 13.66876 10.64069 0.583 -1.444 -1.518 0.00
C 11.56092 7.37426 10.71764 0.824 0.872 0.952 0.00
C 7.34534 14.65968 18.45794 1.031 -0.014 2.358 0.00
C 8.74042 13.41177 12.89296 0.315 -1.096 0.961 0.00
C 9.03180 13.95882 7.99381 -0.895 0.063 -0.696 0.00
C 13.29957 8.83686 11.56218 -0.085 -0.129 1.022 0.00
C 8.78174 7.23878 8.15879 1.259 -0.130 0.574 0.00
C 11.69500 8.16882 13.13188 -0.886 0.715 -0.517 0.00
C 13.02258 12.12796 13.14904 -0.417 -0.407 2.302 0.00
C 8.17586 9.19676 13.56075 -0.368 -2.000 0.686 0.00
C 7.67318 13.59583 8.00509 -0.468 0.816 -1.207 0.00
C 7.16534 12.57660 8.78431 -0.028 0.437 -0.093 0.00
C 8.97105 9.17780 6.74582 -0.106 0.494 -0.363 0.00
C 9.82557 12.04067 14.47573 -0.703 0.921 -3.231 0.00
C 13.46873 12.65313 9.82545 -0.154 1.651 1.387 0.00
C 9.81939 7.34188 14.65493 1.358 0.621 -1.092 0.00
C 8.37995 7.92399 6.99832 -1.102 -0.048 0.640 0.00
C 15.37460 11.57990 13.07787 0.456 0.170 -0.346 0.00
C 7.87876 14.69451 16.28346 -0.213 1.051 0.552 0.00
C 7.66748 8.30084 14.56304 0.078 1.713 -1.556 0.00
C 15.60890 14.31332 10.04139 -2.713 -0.139 0.251 0.00
C 8.08342 11.86623 9.58447 0.535 1.636 -0.747 0.00
C 7.07097 15.86314 16.08862 0.335 -0.700 0.095 0.00
C 13.65070 10.12222 12.29307 1.602 -0.805 -0.860 0.00
C 9.73893 7.85940 9.07693 -2.806 0.162 -0.268 0.00
C 9.81695 13.30128 8.86371 2.263 -0.142 1.714 0.00
C 14.36691 12.48099 13.35506 -0.480 1.148 0.260 0.00
C 6.37380 16.32825 17.22270 1.876 -1.976 -0.406 0.00
C 15.02829 10.35165 12.54113 -1.483 0.549 -0.364 0.00
C 8.29698 14.24427 13.88876 1.137 -0.648 2.488 0.00
C 9.34402 12.74699 15.53348 -0.655 1.158 0.311 0.00
C 8.57906 13.90100 15.24969 -0.864 0.467 -2.205 0.00
C 10.04574 7.19035 10.43456 0.691 0.375 -1.106 0.00
C 10.24527 8.19731 13.60744 0.060 -0.108 1.073 0.00
C 9.94042 9.63416 7.62716 -0.050 -0.059 0.657 0.00
C 8.54449 7.45405 15.16655 0.564 -1.429 1.395 0.00
H 16.44772 11.77423 13.22142 -0.649 0.297 0.045 0.00
H 8.68359 9.92641 5.94338 0.369 -1.562 0.715 0.00
H 7.49488 7.53404 6.39933 1.492 0.503 0.668 0.00
H 7.79596 15.17596 13.72143 -0.354 0.010 -0.467 0.00
H 10.57198 6.63690 15.01291 -0.434 0.110 0.184 0.00
H 10.88929 13.58873 9.09597 -1.443 -0.450 -0.667 0.00
H 5.72021 17.15674 17.27980 -0.538 0.910 -0.473 0.00
H 15.81102 9.72351 12.14184 -0.231 -0.466 0.204 0.00
H 12.18702 7.61177 9.79196 -1.188 -0.376 1.141 0.00
H 12.27198 8.91834 13.72594 -0.464 -0.825 -0.251 0.00
H 13.84067 7.96594 12.01286 -0.189 0.588 -0.096 0.00
H 6.98128 16.40050 15.14601 0.044 -0.351 0.121 0.00
H 8.40040 13.60702 11.91280 0.155 -0.059 -1.221 0.00
H 12.10706 7.16225 13.24640 0.129 0.082 0.179 0.00
H 9.47461 7.59066 11.30179 0.101 -0.158 -0.931 0.00
H 9.51800 12.45884 16.56595 0.080 0.116 -0.169 0.00
H 7.39866 9.77948 13.07704 0.754 0.624 -0.207 0.00
H 8.27762 6.84874 16.06473 0.013 0.420 -0.990 0.00
H 9.45922 14.69992 7.32803 -0.308 0.058 0.134 0.00
H 9.76765 6.13771 10.27726 0.295 0.189 0.439 0.00
H 14.51170 13.51856 13.71988 0.249 -0.987 -0.048 0.00
H 7.03811 14.18094 7.30770 0.069 -0.577 0.681 0.00
H 6.09420 12.36882 8.84356 0.446 -0.093 -0.189 0.00
H 10.58374 10.45554 7.32915 -0.351 0.429 0.473 0.00
H 10.55129 11.26918 14.56886 0.189 -0.793 0.263 0.00
H 13.64359 8.87881 10.53513 -0.374 0.341 -0.275 0.00
H 6.60241 8.27265 14.80472 0.433 0.407 0.000 0.00
H 8.41588 6.19976 8.40506 0.333 1.386 -0.367 0.00
H 12.26234 12.61133 13.80616 0.728 -0.138 -1.206 0.00
H 12.00243 6.46074 11.20133 -0.337 0.723 -0.341 0.00
```
Forces are in eV/Å.

Computed properties:
spin multiplicity = 3
E_LUMO (spin up / spin down) = 1.478 / 1.479 eV
net charge = -1
Kohn-Sham gap (spin up / spin down) = 5.79 / 5.79 eV
HOMO (spin up / spin down) = -0.1583 / -0.1583 hartree

---

Entry 2:
Entry from the Open Molecules 2025 dataset: a molecular structure, C36H31BBrNO4S4Tc (ωB97M-V with the def2-TZVPD basis set).

The geometry in XYZ format:
```
79
Properties=species:S:1:pos:R:3:forces:R:3:lowdin_spin:R:1
Tc -0.69849 0.79973 -2.18740 0.001 0.488 0.134 1.61
Br -8.84689 0.73254 -2.00305 0.827 -0.246 0.221 0.02
S 0.97610 0.78362 -3.85666 0.597 -0.184 -0.180 0.06
S -0.82431 -1.52223 -2.29057 -2.225 0.273 -0.016 0.04
S -2.31115 0.70833 -3.90226 -0.298 0.401 0.343 0.15
S 0.15933 2.95581 -1.68276 -0.661 0.719 0.191 0.04
O -2.01512 1.18403 -0.52684 0.867 0.082 -0.710 0.18
O -1.09783 -0.01402 2.14230 -0.005 -0.180 0.594 0.00
O -1.20583 -2.28001 1.69777 -0.878 -0.272 -0.852 0.01
O -2.58964 -0.80397 0.40652 -0.118 -1.034 -0.072 0.07
N 0.91225 0.28956 -0.82625 -1.049 -0.361 -0.511 0.00
C -4.32819 0.36553 -0.76482 2.549 0.747 1.985 0.03
C 2.87596 -0.37481 0.86953 0.773 0.132 0.490 0.01
C 3.44870 4.59667 -3.34160 -1.087 -0.136 2.450 0.01
C 2.37061 4.35698 -2.46707 -0.037 -0.153 -1.390 0.00
C 2.32927 -1.37219 0.07136 0.388 0.495 0.250 0.00
C 1.08941 -2.51292 4.56984 0.583 1.083 1.494 0.00
C 2.04787 2.12827 -3.46325 -0.356 0.263 0.236 0.01
C 0.64810 2.52528 0.04546 -0.130 -0.761 -2.004 0.00
C 3.91205 3.52163 -4.04084 -0.445 -0.127 0.141 0.00
C -6.59137 -0.54488 -0.70046 1.509 1.467 -0.051 -0.01
C -2.94222 0.34705 -0.23111 -2.495 0.318 -1.059 0.39
C 1.39168 1.21574 -0.02289 -0.401 1.113 0.408 0.01
C -6.07336 1.48857 -1.97204 0.068 1.265 0.848 -0.01
C -0.70886 -2.94033 -4.70753 -1.657 2.315 1.290 0.00
C 3.26940 0.29607 5.04482 -1.221 1.048 0.109 0.00
C -1.09857 -3.04566 -5.99560 0.660 -1.406 -3.159 0.01
C -0.39306 -0.73913 3.07992 1.964 0.200 0.067 0.00
C 2.43072 0.96018 0.80381 0.756 -1.261 0.722 0.00
C -1.84969 -0.78733 -4.71848 -0.541 0.691 0.688 0.01
C 3.26080 2.31481 -4.11929 0.213 -0.892 -0.869 0.01
C -4.78243 1.47465 -1.49131 0.108 -0.388 -0.990 0.07
C -1.16230 -1.76844 -4.01646 1.478 -1.438 -1.399 0.01
C 0.30125 -3.00018 3.56247 -1.030 -0.765 -0.720 0.00
C -5.23610 -0.55078 -0.27812 -1.891 -2.286 -0.240 0.11
C 0.51434 -0.22623 4.01537 -1.308 -1.169 -0.556 0.00
C 2.94401 -1.68034 6.49756 3.465 1.420 0.509 0.00
C -0.41883 -2.10967 2.77886 0.360 1.648 1.145 0.00
C 1.39488 0.20532 6.91797 1.150 2.342 -1.113 0.00
C 1.20981 -1.12058 4.79245 1.204 -0.735 0.493 0.00
C 0.84691 -1.91580 -1.85960 0.796 -0.069 -1.071 0.01
C 1.36995 -0.96401 -0.80631 -0.722 -0.343 -1.132 0.01
C -2.25092 -0.95807 -6.05607 0.905 -1.314 0.030 0.01
C -1.81074 -2.08466 -6.73079 -0.211 0.443 1.087 0.00
C 1.67161 3.16310 -2.57346 0.123 -0.670 -0.131 0.01
C -6.96778 0.51069 -1.49219 -0.852 1.031 -1.387 0.10
C 2.21646 -0.54191 5.85030 -0.853 -0.500 -1.458 0.00
B -1.67873 -0.98863 1.35423 0.343 -0.423 0.035 0.02
H -2.85860 -0.25702 -6.57420 -0.254 0.806 -0.030 0.00
H 4.06397 0.75964 5.62843 -0.064 -0.193 0.397 0.00
H 1.16425 3.39768 0.42522 0.045 -0.271 0.631 0.00
H 0.15607 -4.06573 3.45149 0.142 -0.080 -0.228 0.00
H 3.72212 -0.36600 4.33178 0.313 -0.390 -0.382 0.00
H 4.82311 3.62075 -4.51483 1.757 0.164 -1.255 0.00
H -0.19047 -3.69130 -4.18335 0.629 -0.877 0.369 0.00
H -4.91545 -1.40806 0.33061 -0.004 0.608 -0.229 0.01
H 2.74045 1.81195 1.38957 0.630 -0.431 0.395 0.00
H 0.86057 -2.95449 -1.55136 0.326 -0.084 0.256 0.00
H 1.57663 -3.16872 5.31446 -0.379 0.151 -1.036 0.00
H 2.08750 0.58965 7.68048 -0.198 -0.042 -0.043 0.00
H 0.65616 -0.38661 7.40212 -0.618 -0.663 0.180 0.00
H 3.71525 -2.21816 5.87439 -0.720 0.833 0.369 0.00
H -7.36812 -1.20862 -0.42472 -0.177 -0.874 0.579 0.00
H 3.97521 5.52199 -3.22697 0.306 0.299 -0.344 0.00
H -6.33893 2.42723 -2.50853 -0.382 -1.217 0.223 0.00
H -2.00645 -2.21398 -7.79551 -0.027 -0.118 0.379 0.00
H 3.71068 1.54841 -4.79258 -0.686 0.473 0.731 0.00
H 3.45521 -1.27003 7.41199 -0.033 -0.371 -0.866 0.00
H 2.34718 -2.41200 6.87283 -2.076 -2.014 1.090 0.00
H 0.90931 1.12270 6.45015 0.382 -1.151 0.639 0.00
H -0.33463 2.25366 0.44007 0.002 0.599 0.542 0.00
H 2.65692 -2.40870 0.03686 0.093 0.323 0.356 0.00
H 0.65531 0.79391 4.22683 -0.193 1.281 -0.186 0.00
H 2.81337 1.13240 4.45152 0.169 -0.696 0.569 0.00
H 1.40710 -1.79597 -2.81248 0.088 -0.013 0.651 0.00
H -4.07356 2.24850 -1.77150 -0.142 -0.080 0.039 0.00
H -0.77599 -3.89405 -6.63155 -0.058 0.260 0.827 0.00
H 3.68634 -0.69764 1.51736 -0.083 0.430 0.157 0.00
H 1.97040 5.11124 -1.82402 -0.006 0.470 0.325 0.00
```
Forces are in eV/Å.

Computed properties:
spin multiplicity = 4
E_LUMO (spin up / spin down) = -0.312 / -1.005 eV
Kohn-Sham gap (spin up / spin down) = 4.86 / 6.40 eV
HOMO (spin up / spin down) = -0.1900 / -0.2722 hartree

---

Result set for strongest force on any atom: 3.432 3.779 eV/A, one per record in the order listed.
Result set for ΔE to the lowest compared entry with this formula, charge and spin: 1.112 0.603 eV, one per record in the order listed.